{
  "formula": "C14H26Cl10O3",
  "method": "ωB97M-V with the def2-TZVPD basis set",
  "elements": ["Cl", "Cl", "Cl", "Cl", "Cl", "Cl", "Cl", "Cl", "Cl", "Cl", "O", "O", "O", "C", "C", "C", "C", "C", "C", "C", "C", "C", "C", "C", "C", "C", "C", "H", "H", "H", "H", "H", "H", "H", "H", "H", "H", "H", "H", "H", "H", "H", "H", "H", "H", "H", "H", "H", "H", "H", "H", "H", "H"],
  "coordinates": [[-3.314400, 3.167448, -3.266218], [-0.278837, 2.581492, -1.497908], [4.498962, 2.143137, -2.147068], [-1.749414, 1.305713, 4.012596], [-0.877491, -0.886801, 1.023668], [0.997007, 0.965221, -4.403431], [-5.923513, 1.072965, -2.669471], [2.719325, 1.371612, 1.684565], [-4.643074, 1.120951, 5.836542], [4.190895, 0.199829, 4.473202], [0.707743, -2.196524, -2.692099], [-1.492403, -1.839757, -2.614291], [-0.717842, -3.914939, -2.415591], [-3.102154, 1.882987, 6.292191], [-4.220861, 0.872224, -2.176101], [2.591903, -0.318585, 3.878896], [1.585702, -3.302885, -2.332456], [-0.598598, -2.575294, -2.562959], [0.561696, -4.436583, -2.029671], [1.873864, 0.759356, 3.126095], [3.236930, 1.110659, -2.895591], [-1.941045, 1.103503, 5.778130], [2.416979, 1.910511, -3.867739], [2.477462, -2.921825, -1.153726], [-3.294583, 1.383105, -3.234113], [-0.938265, 0.824715, 0.447924], [0.011151, 1.005468, -0.710246], [-2.040286, 0.044022, 5.986791], [0.534098, -4.714841, -0.974801], [-4.037970, -0.168217, -1.963557], [-3.507854, 1.010864, -4.233124], [0.752440, -5.343625, -2.599432], [-1.965318, 1.033805, 0.181059], [-3.117343, 2.897121, 5.910279], [-4.116692, 1.494785, -1.292780], [2.962709, 2.213491, -4.753919], [2.026599, 2.820782, -3.414624], [1.973116, -0.609498, 4.728760], [1.046664, 0.966917, -0.397564], [1.603106, 1.624171, 3.736347], [-3.078912, 1.935466, 7.379442], [1.878443, -2.432493, -0.386693], [-1.022718, 1.449048, 6.251911], [3.236691, -2.209055, -1.476487], [2.679232, 0.660339, -2.082329], [-2.257703, 1.103918, -3.054082], [2.725860, -1.215598, 3.280241], [3.732250, 0.294762, -3.429699], [0.877533, 0.419725, 2.816391], [-0.603790, 1.404691, 1.303598], [2.183565, -3.515796, -3.219526], [2.931767, -3.805066, -0.705266], [-0.172625, 0.252576, -1.476067]],
  "forces_ev_per_a": [[-0.0886, 0.0905, -0.2227], [0.0405, 0.1250, 0.2476], [-0.1008, -0.0910, -0.1427], [0.0367, -0.0751, 0.0266], [0.0532, 0.0648, -0.1786], [0.1250, -0.1474, -0.0488], [-0.1747, -0.1564, -0.0451], [0.1067, -0.1342, 0.0254], [-0.1649, -0.0176, -0.0361], [-0.1258, -0.0538, 0.0483], [-0.0116, -0.6324, 0.6018], [-2.3131, 1.9867, -0.2189], [0.7357, 0.1677, 0.3616], [-0.4334, 0.2082, 0.3014], [-0.1441, 0.4923, -0.0317], [-0.1171, -0.2030, 0.0263], [-0.6283, 0.0315, 0.1071], [2.2932, -1.4797, -0.1927], [0.2823, -0.1004, -0.2262], [-1.1668, 0.5839, 0.0080], [0.5618, -0.5093, -0.2245], [0.5607, -0.0786, 0.0013], [-0.6111, 0.6499, 0.1510], [-0.4741, 0.2010, -0.3217], [0.6827, 0.0750, -0.4308], [0.4665, -0.2556, 0.3305], [-0.2434, -0.3464, -0.5456], [-0.1105, -0.0951, -0.0757], [-0.0087, 0.2236, 0.0587], [0.0084, -0.3348, 0.0664], [-0.3655, 0.0870, 0.0310], [0.0017, 0.0617, -0.1127], [-0.0951, 0.0884, 0.0118], [0.0663, 0.0787, -0.1130], [0.1258, -0.2200, 0.2144], [0.2310, -0.2120, -0.0348], [-0.0140, -0.1282, 0.1409], [0.1294, 0.1442, 0.1028], [0.0507, 0.0083, 0.1188], [0.6268, -0.0182, 0.1549], [0.0411, -0.1201, 0.0103], [-0.1307, -0.0151, 0.0687], [0.0119, 0.1091, -0.1059], [0.1088, -0.1537, 0.0704], [-0.3304, 0.2132, -0.0131], [-0.0120, -0.0617, 0.3717], [0.1639, 0.0959, -0.1734], [0.0870, 0.1580, 0.1488], [0.4062, -0.4308, -0.1767], [-0.2706, 0.2650, -0.0481], [-0.0638, -0.1035, 0.0435], [0.1577, -0.0047, -0.1556], [0.0374, -0.0304, 0.0251]],
  "e_homo_ev": -10.2,
  "orbital_gap_ev": 10.547,
  "de_lowest_kj_mol": 0.0,
  "smiles": "C[C@H]1COC(=O)O1.ClCCCl.ClCCCl.ClCCCl.ClCCCl.ClCCCl"
}